(1)
Density functional theory data (ωB97M-V/def2-TZVPD) for a gas-phase ion, C5H9N2 (charge +1).

Output
- Electronic energy: -305.120885 a.u.
- Orbital gap: 10.164 eV
- SMILES: CCc1c[nH]c[nH+]1
- Multiplicity: 1
- LUMO: -3.908 eV
- Max |F|: 5.84 eV Å⁻¹
- ΔE to the lowest compared entry with this formula, charge and spin: 68.5 kcal/mol
- Net charge: +1

Structure (XYZ):
```
16
Properties=species:S:1:pos:R:3:forces:R:3
C 0.559654 -2.370967 -1.036682 0.4 -1.5 -0.2
C 0.245956 -0.918233 -1.401480 -2.3 -0.7 2.2
C -0.077748 0.005551 -0.231846 -0.1 -2.4 -2.5
C -0.931853 1.042445 -0.326924 -1.5 -1.9 -5.3
N -0.729310 1.712522 0.741869 1.1 2.4 5.1
C 0.109905 1.061177 1.633764 0.6 3.7 0.5
N 0.549994 -0.029666 0.988678 -2.0 1.7 -2.0
H 0.121227 -3.084486 -0.236344 -0.3 2.0 -1.2
H 1.574220 -2.280627 -0.742811 1.5 -0.8 0.1
H 0.504156 -2.925259 -2.007916 0.4 0.2 1.0
H 1.088638 -0.481907 -1.936978 -0.4 -0.2 -0.5
H -0.725542 -1.010873 -1.897623 0.5 0.8 -0.8
H -1.664435 1.288243 -1.220622 1.9 -0.3 2.3
H -0.829820 2.722805 0.726082 -0.6 -0.1 1.0
H 0.470308 1.764384 2.495269 -0.4 -2.4 -1.4
H 1.280971 -0.692114 0.886122 1.2 -0.5 2.0
```
Positions in Å, forces in eV/Å.

Results of the Mulliken charge analysis, in e, for atoms 1 through 4: -1.161, -0.468, 0.328, -0.334

(2)
Density functional theory data (ωB97M-V/def2-TZVPD) for a single C4H5N3O molecule.

Output
- Electronic energy: -394.752955 a.u.
- Orbital gap (alpha / beta): 7.492 / 7.162 eV
- Multiplicity: 1
- LUMO (alpha / beta): -0.363 / -0.334 eV
- Max |F|: 4.27 eV Å⁻¹
- ΔE to the lowest compared entry with this formula, charge and spin: 134.7 kcal/mol

Structure (XYZ):
```
13
Properties=species:S:1:pos:R:3:forces:R:3
C 1.329847 -1.701713 0.100371 0.3 -1.8 -0.9
C 0.274795 -0.863894 0.300927 0.4 1.0 -0.4
C 1.955819 0.867212 -0.362543 -3.4 2.6 0.4
C -1.388286 0.751351 0.247837 -2.2 -0.6 0.4
N 2.592295 -1.365661 0.038922 1.9 0.9 -0.1
N -0.700256 -0.358942 0.810554 0.5 -1.1 0.7
N 2.862381 -0.021636 0.084719 2.1 0.5 -0.2
O 1.689869 2.052083 -0.221011 1.6 -3.0 -0.3
H 1.245988 -2.743238 -0.315934 -0.6 1.0 0.8
H -2.445579 0.398879 0.036697 1.1 0.7 0.4
H -0.917699 1.027711 -0.635976 0.7 0.7 -1.8
H -1.365625 1.582840 0.932624 -0.3 0.2 0.3
H 3.879906 0.304756 -0.131435 -2.1 -1.4 0.7
```
Positions in Å, forces in eV/Å.

Results of the Mulliken charge analysis, in e, for atoms 1 through 4: -0.299, 0.504, 0.140, -0.679

(3)
Density functional theory data (ωB97M-V/def2-TZVPD) for a single C17H26O4 molecule.

Output
- Electronic energy: -964.206967 a.u.
- Orbital gap: 9.332 eV
- SMILES: CC(=O)OC(C)(C)[C@@H]1CC[C@@]2(C)CO[C@]3(C)C=CO[C@]23C1
- Multiplicity: 1
- LUMO: 0.603 eV
- Max |F|: 4.96 eV Å⁻¹
- ΔE to the lowest compared entry with this formula, charge and spin: 88.4 kcal/mol

Structure (XYZ):
```
47
Properties=species:S:1:pos:R:3:forces:R:3
C -4.575152 -0.414882 1.829112 0.6 1.9 3.0
C -3.365653 0.098025 2.718013 -3.8 -3.1 -0.1
O -3.479339 -0.121612 3.888111 0.8 0.6 1.0
O -2.329921 0.536950 2.098558 3.0 0.5 -2.1
C -1.146042 -0.335844 1.957704 4.1 1.1 -0.6
C -0.172612 0.094429 3.088855 -0.2 0.5 2.8
C -1.352746 -1.841106 1.989384 -2.9 1.8 2.1
C -0.373536 0.047966 0.613775 -1.4 -0.2 0.0
C -1.391924 0.021743 -0.499562 -1.0 -0.1 -0.4
C -0.895453 -0.427590 -1.889005 0.5 -0.8 1.5
C 0.582865 0.011411 -2.193426 -0.6 -1.0 -1.9
C 1.155770 -0.760939 -3.460736 -4.0 -0.7 2.9
C 0.538554 1.515693 -2.423160 0.1 -0.3 2.4
O 1.833823 1.988133 -2.086401 -0.5 0.1 -0.8
C 2.389743 1.187132 -1.019507 1.4 -0.2 -2.5
C 2.403612 2.117363 0.133041 0.8 -0.3 1.9
C 3.832297 0.743846 -1.463433 -0.5 -2.6 0.9
C 3.917972 -0.636346 -1.502977 -2.3 4.2 0.7
O 2.658726 -1.213369 -1.276877 0.5 0.0 -0.2
C 1.598320 -0.167486 -1.039362 0.8 0.1 0.5
C 0.960551 -0.616471 0.268049 -1.7 -2.2 -0.5
H -5.091296 0.469703 1.451454 -0.6 -0.2 0.3
H -4.238548 -0.905018 0.989482 0.9 -1.4 -1.8
H -5.085554 -1.063496 2.575051 -0.3 0.6 -1.1
H 0.658894 -0.585603 3.388743 -0.4 0.1 -1.2
H -0.740978 0.031871 4.084131 0.4 0.5 -1.3
H 0.295140 1.143001 3.025871 -1.0 -1.5 -0.3
H -1.043054 -2.100114 2.975410 0.0 -1.0 0.6
H -1.000527 -2.475514 1.273667 2.1 -1.0 -2.1
H -2.405791 -2.079695 1.863163 -0.4 0.1 0.6
H -0.164767 1.058159 0.646328 0.6 2.4 0.9
H -2.181482 -0.735120 -0.269951 0.2 0.9 0.0
H -1.833978 1.069440 -0.519032 0.1 -1.5 -0.2
H -1.016697 -1.537969 -1.866722 0.4 0.7 -0.5
H -1.712604 -0.005017 -2.474821 0.7 -0.1 -1.2
H 0.408193 -0.681054 -4.217275 -0.2 0.3 -0.9
H 2.074432 -0.431480 -3.689371 3.2 1.3 -1.2
H 1.204710 -1.804460 -3.175036 0.2 -0.3 -0.1
H -0.276242 1.922100 -1.750614 0.9 0.1 -0.3
H 0.250103 1.811340 -3.391142 0.1 0.3 -1.4
H 3.172799 2.907365 -0.038167 -0.7 -0.6 0.3
H 1.432364 2.549957 0.292765 -0.4 0.5 -0.2
H 2.604511 1.566952 1.078377 0.3 0.4 -0.4
H 4.706578 1.386130 -1.534952 -0.4 0.1 0.0
H 4.860214 -1.173444 -1.564120 -0.7 -0.6 -0.2
H 0.632392 -1.717135 0.087128 1.4 1.4 0.6
H 1.701332 -0.447945 1.029477 0.1 -0.6 0.6
```
Positions in Å, forces in eV/Å.

Results of the Mulliken charge analysis, in e, for atoms 1 through 4: -1.021, 0.769, -0.547, -0.274

What is the formula in the first record?
C5H9N2